# 1
{
  "formula": "C20H59N3O8",
  "method": "ωB97M-V/def2-TZVPD",
  "e_above_lowest_ev": 2.779,
  "orbital_gap_ev": 9.28,
  "species": ["C", "C", "C", "O", "C", "N", "H", "H", "H", "H", "H", "H", "H", "H", "H", "H", "H", "C", "C", "C", "O", "C", "N", "H", "H", "H", "H", "H", "H", "H", "H", "H", "H", "H", "C", "C", "C", "O", "C", "N", "H", "H", "H", "H", "H", "H", "H", "H", "H", "H", "H", "C", "O", "H", "H", "H", "H", "C", "O", "H", "H", "H", "H", "C", "C", "O", "H", "H", "H", "H", "H", "H", "C", "C", "O", "H", "H", "H", "H", "H", "H", "C", "C", "O", "H", "H", "H", "H", "H", "H"],
  "coordinates": [[-2.430, -0.237, -6.749], [-1.770, -1.024, -5.642], [-1.077, -0.233, -4.565], [-0.692, -1.110, -3.527], [0.363, -0.634, -2.766], [-2.803, -1.979, -5.195], [-3.176, -0.814, -7.322], [-1.725, 0.167, -7.432], [-3.135, 0.515, -6.477], [-1.024, -1.610, -6.111], [-1.695, 0.571, -4.185], [-0.180, 0.227, -5.014], [0.059, 0.130, -2.087], [1.214, -0.166, -3.335], [0.758, -1.452, -2.229], [-3.499, -1.493, -4.662], [-2.336, -2.552, -4.498], [3.530, -4.426, 0.327], [4.129, -3.167, 0.913], [5.675, -3.180, 0.877], [6.201, -2.012, 1.459], [7.182, -2.063, 2.524], [3.649, -1.983, 0.277], [2.426, -4.414, 0.414], [4.008, -5.263, 0.926], [3.783, -4.440, -0.772], [3.833, -3.079, 1.921], [6.008, -3.072, -0.180], [6.084, -4.095, 1.324], [6.716, -1.892, 3.515], [7.946, -1.300, 2.370], [7.782, -3.034, 2.479], [4.160, -1.123, 0.586], [3.915, -1.973, -0.691], [-3.676, 1.209, 2.436], [-2.842, 1.948, 1.422], [-3.090, 1.551, -0.108], [-4.370, 2.059, -0.518], [-5.318, 0.966, -0.726], [-2.968, 3.370, 1.697], [-4.754, 1.445, 2.448], [-3.275, 1.415, 3.434], [-3.629, 0.115, 2.280], [-1.781, 1.705, 1.540], [-2.978, 0.451, -0.247], [-2.306, 2.037, -0.720], [-6.325, 1.380, -0.759], [-5.269, 0.280, 0.143], [-5.077, 0.482, -1.708], [-2.342, 4.036, 1.252], [-3.882, 3.693, 1.661], [2.871, -3.622, 5.185], [3.811, -4.445, 4.497], [3.116, -2.568, 5.111], [1.868, -3.957, 4.821], [2.996, -3.975, 6.222], [4.623, -4.416, 4.961], [1.772, 2.373, 0.070], [2.045, 1.172, 0.767], [2.195, 2.230, -0.929], [0.690, 2.703, 0.125], [2.368, 3.222, 0.510], [1.347, 0.497, 0.591], [-2.726, 4.823, -3.423], [-4.040, 4.095, -3.460], [-3.799, 2.627, -3.499], [-2.163, 4.680, -2.498], [-2.894, 5.963, -3.570], [-2.084, 4.512, -4.322], [-4.592, 4.395, -4.349], [-4.657, 4.333, -2.574], [-3.882, 2.236, -2.622], [0.272, 2.812, 5.015], [0.821, 2.681, 3.554], [0.395, 1.384, 3.157], [-0.756, 2.877, 5.030], [0.519, 3.778, 5.530], [0.634, 1.939, 5.515], [1.951, 2.699, 3.544], [0.573, 3.478, 2.844], [1.122, 1.108, 2.584], [-1.470, -1.486, 1.505], [-0.094, -1.982, 1.359], [0.633, -1.206, 0.458], [-1.580, -0.491, 1.819], [-1.908, -2.201, 2.224], [-1.973, -1.654, 0.558], [0.054, -3.018, 0.962], [0.395, -1.949, 2.366], [1.547, -1.581, 0.363]],
  "forces_ev_per_angstrom": [[-0.96, -0.14, -0.62], [-1.89, -0.34, -0.44], [0.26, 0.31, -0.25], [-0.15, -0.22, -0.81], [1.15, 0.82, -0.68], [1.12, -0.41, 0.67], [0.96, -0.72, 0.06], [0.62, 0.58, -0.66], [0.02, 1.24, 1.08], [0.88, -0.85, -0.44], [-0.37, 0.33, 0.24], [-0.11, 0.00, 0.12], [-0.46, 0.65, 0.83], [-0.73, -0.53, -0.12], [0.38, -0.83, 0.77], [-0.57, 0.47, 0.19], [-0.18, -0.29, 0.05], [0.60, -0.21, -0.20], [1.36, 0.01, -0.27], [0.15, -0.16, -0.61], [0.78, 0.92, 1.37], [0.09, -1.43, -0.66], [-0.40, 2.37, -0.42], [0.65, -0.18, 0.09], [-0.89, 0.54, -1.13], [-0.14, -0.48, 1.03], [-0.25, -0.12, 1.52], [-0.32, -0.74, 0.27], [0.03, 0.12, -0.02], [0.16, -0.34, -0.48], [-0.34, 0.29, -0.22], [-1.05, 0.95, 0.29], [-0.70, -1.08, 0.36], [-0.10, -0.42, -0.85], [-0.32, -1.13, 0.33], [0.54, 0.42, -1.77], [0.00, 0.57, 1.31], [-0.39, -1.36, -0.39], [0.82, 0.49, -0.01], [1.77, -0.30, 0.33], [0.44, 0.31, -0.24], [-0.14, -0.01, -0.15], [0.06, 0.44, 0.05], [-0.01, -0.15, 0.42], [-0.30, 0.63, 0.04], [-0.35, -0.08, 0.22], [0.13, 0.15, -0.11], [0.03, 0.07, -0.67], [-0.31, 0.00, 0.92], [-0.09, -0.60, -0.13], [-1.87, 0.58, -0.24], [0.11, -1.88, 0.76], [-0.89, 0.04, -1.57], [-0.41, 0.20, -0.22], [0.76, 0.87, 0.26], [-0.74, 0.74, 0.09], [1.19, 0.05, 0.63], [0.25, 0.88, 0.36], [-0.51, -0.22, 0.61], [-0.71, 0.41, -0.35], [1.07, -0.58, -0.40], [-0.51, -0.95, -0.10], [0.40, 0.31, -0.06], [0.83, 1.69, -1.67], [0.18, -1.50, 0.92], [-0.30, 1.35, -0.59], [-0.08, -0.09, -0.11], [0.20, -1.77, 0.38], [-0.82, 0.29, 1.37], [-0.08, -0.40, -0.09], [0.22, -0.12, -0.35], [-0.15, 0.56, 0.26], [2.32, 2.03, -1.17], [0.92, -0.02, 1.55], [0.29, 0.28, -0.54], [-2.46, -0.52, -0.30], [0.56, -0.92, -0.41], [0.11, -0.29, 0.68], [-0.92, -0.01, 0.35], [-0.68, -0.09, 0.17], [-0.22, -0.43, -0.43], [-0.95, -2.68, -0.52], [2.24, -0.99, 0.91], [1.39, 0.98, -0.91], [0.21, 1.25, 0.56], [-0.34, 0.61, -0.08], [-0.40, 0.24, -0.20], [-1.02, 0.33, 0.70], [-0.16, -0.10, -0.52], [-0.48, 0.31, 0.10]],
  "mulliken_charge": [-1.55, 0.45, -0.46, -0.31, -0.72, -0.79, 0.43, 0.39, 0.31, 0.28, 0.20, 0.34, 0.26, 0.35, 0.28, 0.25, 0.33, -1.29, 0.19, -0.70, -0.30, -0.67, -0.41, 0.25, 0.35, 0.34, 0.30, 0.20, 0.46, 0.23, 0.25, 0.29, 0.21, 0.26, -1.70, 1.44, -0.40, -0.46, -0.62, -0.56, 0.43, 0.33, 0.32, -0.37, 0.15, 0.37, 0.26, 0.30, 0.23, 0.22, 0.21, -0.54, -0.49, 0.23, 0.16, 0.35, 0.28, -0.57, -0.44, 0.30, 0.11, 0.27, 0.42, -0.86, -0.18, -0.53, 0.21, 0.33, 0.21, 0.30, 0.23, 0.22, -1.27, -0.15, -0.39, 0.33, 0.35, 0.27, 0.34, 0.26, 0.26, -0.73, -0.17, -0.28, -0.31, 0.40, 0.32, 0.31, 0.19, 0.12]
}

# 2
{
  "formula": "C20H59N5O7",
  "method": "ωB97M-V/def2-TZVPD",
  "e_above_lowest_ev": 0.355,
  "orbital_gap_ev": 9.86,
  "species": ["O", "H", "H", "O", "H", "H", "C", "C", "C", "O", "C", "N", "H", "H", "H", "H", "H", "H", "H", "H", "H", "H", "H", "C", "C", "C", "O", "C", "N", "H", "H", "H", "H", "H", "H", "H", "H", "H", "H", "H", "C", "C", "C", "O", "C", "N", "H", "H", "H", "H", "H", "H", "H", "H", "H", "H", "H", "C", "C", "C", "O", "C", "N", "H", "H", "H", "H", "H", "H", "H", "H", "H", "H", "H", "C", "C", "C", "O", "C", "N", "H", "H", "H", "H", "H", "H", "H", "H", "H", "H", "H"],
  "coordinates": [[20.723, -15.347, -24.005], [20.303, -14.463, -23.840], [20.006, -15.971, -23.838], [22.792, -13.959, -25.248], [22.509, -13.730, -26.140], [22.087, -14.564, -24.917], [20.473, -10.169, -24.460], [19.861, -11.132, -23.419], [18.358, -10.980, -23.258], [17.992, -9.645, -22.987], [16.665, -9.568, -22.528], [20.042, -12.507, -23.877], [21.539, -10.126, -24.213], [20.070, -9.154, -24.437], [20.459, -10.502, -25.499], [20.375, -10.965, -22.473], [17.988, -11.733, -22.551], [17.877, -11.273, -24.204], [16.420, -8.519, -22.384], [16.460, -10.142, -21.620], [15.980, -9.964, -23.290], [19.425, -12.799, -24.641], [20.940, -12.667, -24.332], [17.075, -16.391, -22.636], [17.718, -17.747, -22.829], [16.775, -18.842, -22.291], [16.930, -18.809, -20.890], [16.024, -19.573, -20.147], [18.077, -17.845, -24.261], [17.837, -15.609, -22.584], [16.525, -16.290, -21.695], [16.362, -16.103, -23.413], [18.628, -17.847, -22.234], [17.008, -19.858, -22.621], [15.773, -18.517, -22.595], [16.327, -19.506, -19.102], [15.994, -20.607, -20.501], [14.999, -19.174, -20.127], [18.415, -18.800, -24.351], [17.259, -17.764, -24.856], [16.116, -13.178, -26.181], [17.443, -13.396, -26.897], [18.181, -12.099, -27.200], [17.553, -11.413, -28.262], [18.157, -10.161, -28.497], [18.306, -14.233, -26.048], [15.383, -13.953, -26.412], [15.640, -12.229, -26.441], [16.245, -13.147, -25.096], [17.184, -13.834, -27.870], [19.213, -12.347, -27.491], [18.169, -11.436, -26.325], [17.921, -9.479, -27.669], [17.645, -9.701, -29.341], [19.236, -10.250, -28.622], [17.801, -15.117, -25.964], [19.093, -14.552, -26.618], [20.273, -20.794, -21.786], [21.084, -20.104, -22.897], [20.624, -20.532, -24.285], [20.885, -21.898, -24.564], [22.223, -22.203, -24.788], [21.104, -18.659, -22.685], [19.197, -20.734, -21.965], [20.608, -20.343, -20.857], [20.450, -21.874, -21.775], [22.123, -20.424, -22.779], [21.167, -19.966, -25.057], [19.552, -20.388, -24.420], [22.654, -21.604, -25.600], [22.375, -23.258, -25.010], [22.863, -22.045, -23.908], [22.036, -18.281, -22.794], [20.529, -18.133, -23.336], [21.324, -15.525, -27.790], [20.749, -16.676, -28.614], [21.015, -18.023, -27.973], [20.368, -19.006, -28.747], [20.535, -20.298, -28.210], [19.274, -16.446, -28.687], [21.052, -15.532, -26.734], [21.121, -14.579, -28.294], [22.420, -15.605, -27.755], [21.197, -16.574, -29.610], [20.627, -18.002, -26.947], [22.091, -18.201, -27.871], [19.641, -20.890, -28.414], [20.752, -20.269, -27.141], [21.332, -20.866, -28.706], [19.194, -15.618, -29.274], [18.903, -17.224, -29.235]],
  "forces_ev_per_angstrom": [[-0.57, 0.65, 0.20], [0.31, -0.64, 0.23], [0.01, -0.08, -0.26], [-0.60, -0.17, 0.08], [0.11, -0.04, 0.07], [0.61, 0.21, -0.17], [0.61, 0.40, 0.46], [-0.39, 0.05, -1.66], [-0.08, -0.07, -0.71], [0.13, -0.38, 0.83], [-0.46, 0.04, -0.61], [0.54, -1.32, -0.28], [-0.01, 0.28, -0.11], [0.00, -0.07, 0.23], [-0.50, -0.35, 0.10], [-0.12, -0.18, 0.11], [0.03, 0.40, 0.48], [0.08, 0.01, -0.12], [0.05, 0.03, 0.15], [0.34, 0.05, 0.19], [-0.04, 0.03, -0.06], [-0.56, 0.53, 0.35], [0.40, 0.50, 0.52], [0.13, 0.97, 0.86], [-0.62, -0.02, -0.35], [0.16, 0.64, 0.19], [0.03, 0.49, 0.09], [-0.38, 0.08, 0.35], [0.39, -0.79, 0.87], [-0.03, 0.01, -0.24], [0.12, -0.34, 0.06], [0.13, -0.32, -0.25], [0.09, 0.21, -0.08], [-0.04, 0.00, -0.47], [-0.30, -0.54, 0.04], [0.31, -0.33, -0.09], [0.02, -0.11, 0.16], [0.02, 0.08, -0.53], [0.05, 0.14, -0.62], [-0.06, 0.02, 0.09], [-0.41, 0.45, 0.32], [-0.38, 0.42, -0.07], [-0.27, 0.08, -0.03], [-0.02, -0.28, -0.22], [-0.91, 0.29, 0.47], [-0.18, -0.61, -0.86], [0.13, -0.12, 0.03], [0.15, -0.04, -0.27], [0.18, -0.12, -0.01], [0.36, -0.19, -0.02], [0.10, 0.14, 0.20], [0.32, -0.16, 0.13], [0.40, -0.08, 0.22], [0.35, -0.25, -0.36], [0.08, 0.12, -0.20], [0.09, 0.10, 0.52], [0.06, 0.23, 0.11], [0.34, -0.40, -0.68], [-0.03, -0.26, 0.43], [1.01, -0.16, -0.47], [-0.85, -0.47, 0.22], [1.18, 0.13, 0.29], [-0.06, 0.42, -0.28], [-0.04, 0.57, 0.28], [-0.46, -0.10, 0.24], [0.31, 0.08, 0.04], [-0.06, -0.11, -0.04], [-0.18, 0.40, 0.20], [-0.07, -0.08, 0.03], [-0.10, 0.00, -0.09], [-0.57, -0.02, -0.24], [-0.17, 0.22, 0.04], [0.01, -0.02, 0.02], [-0.11, -0.22, -0.01], [1.21, -0.47, -0.08], [-0.61, 0.93, 0.67], [0.04, 0.58, -0.13], [0.15, -0.15, 0.17], [0.00, -0.65, -0.36], [0.80, -0.36, -0.48], [-0.57, 0.03, -0.13], [-0.26, 0.11, 0.25], [-0.06, -0.02, -0.18], [0.08, -0.54, -0.01], [-0.27, -0.05, 0.02], [0.12, -0.09, -0.29], [-0.19, 0.21, 0.26], [-0.21, -0.06, 0.01], [0.28, 0.35, 0.02], [-0.43, -0.08, 0.07], [-0.16, 0.23, 0.15]],
  "mulliken_charge": [-0.64, 0.39, 0.22, -0.68, 0.31, 0.30, -1.36, 0.36, -0.33, -0.38, -0.75, -0.62, 0.42, 0.35, 0.25, 0.40, 0.45, -0.09, 0.27, 0.30, 0.28, 0.25, 0.19, -1.62, 0.75, -1.10, -0.30, -0.83, -0.21, 0.30, 0.39, 0.38, 0.20, 0.49, 0.42, 0.26, 0.32, 0.31, -0.14, 0.33, -1.64, 0.53, 0.09, -0.44, -0.74, -0.14, 0.39, 0.31, 0.31, 0.47, 0.32, -0.23, 0.28, 0.30, 0.30, 0.16, -0.31, -1.34, 0.44, -0.13, -0.51, -0.65, -0.43, 0.10, 0.39, 0.37, 0.51, 0.28, -0.07, 0.22, 0.34, 0.27, 0.31, -0.16, -1.14, 0.45, -0.60, -0.38, 0.03, -0.57, -0.08, 0.52, 0.52, 0.34, 0.03, 0.39, 0.27, -0.31, 0.28, 0.24, 0.26]
}

no.,HOMO energy (hartree)
1,-0.3212
2,-0.3390